C22H20S | ωB97M-V/def2-TZVPD

```
! wB97M-V def2-TZVPD RIJCOSX def2/J DEFGRID3
* xyz 0 1
C 1.194 5.803 2.237
C 0.344 4.590 2.026
C -0.340 4.422 0.811
C -1.150 3.318 0.586
C -1.281 2.316 1.596
S -2.183 0.951 1.324
C -0.595 2.494 2.836
C 0.208 3.610 3.026
H 1.652 5.776 3.225
H 1.991 5.875 1.491
H 0.615 6.727 2.152
H -0.224 5.182 0.035
H -1.691 3.183 -0.351
H -0.715 1.730 3.603
H 0.747 3.744 3.965
C 0.551 -1.323 0.354
C 0.559 -2.235 1.455
C 1.039 -1.824 2.729
C 1.041 -2.697 3.813
C 0.560 -4.012 3.657
C 0.093 -4.448 2.405
C 0.096 -3.577 1.317
C 0.280 -1.693 -0.956
C 0.205 -0.799 -2.015
C -0.190 -1.159 -3.340
C -0.074 -0.223 -4.405
C -0.472 -0.549 -5.697
C -0.999 -1.827 -5.968
C -1.113 -2.776 -4.937
C -0.714 -2.451 -3.641
H 0.809 -0.279 0.545
H 1.402 -0.798 2.823
H 1.408 -2.356 4.786
H 0.549 -4.696 4.507
H -0.281 -5.467 2.273
H -0.275 -3.916 0.349
H 0.162 -2.756 -1.175
H 0.486 0.238 -1.822
H 0.338 0.759 -4.168
H -0.380 0.190 -6.498
H -1.320 -2.086 -6.978
H -1.519 -3.773 -5.136
H -0.813 -3.187 -2.841
*
```

Maximum force = 2.44 eV/A
LUMO energy = -2.591 eV
E = -33970.7756 eV
Frontier orbital gap = 3.238 eV
Highest occupied orbital energy = -5.828 eV

---

C22H20Si | ωB97M-V/def2-TZVPD

```
! wB97M-V def2-TZVPD RIJCOSX def2/J DEFGRID3
* xyz 0 1
C -1.367 -2.676 1.758
Si -1.210 -0.932 1.165
C -2.399 0.193 2.081
C 0.377 -0.133 1.601
C 1.182 -0.802 2.483
C 2.387 -0.229 2.927
C 2.741 0.999 2.504
C 1.917 1.783 1.659
C 2.173 3.091 1.264
C 1.360 3.741 0.363
C 0.206 3.138 -0.153
C -0.031 1.850 0.195
C 0.703 1.184 1.171
C -1.406 -0.886 -0.683
C -2.639 -0.500 -1.104
C -2.882 -0.291 -2.457
C -1.884 -0.392 -3.379
C -0.613 -0.925 -2.986
C 0.465 -1.067 -3.885
C 1.737 -1.328 -3.429
C 1.963 -1.493 -2.047
C 0.940 -1.426 -1.164
C -0.379 -1.149 -1.605
H -1.250 -2.632 2.853
H -2.352 -3.112 1.572
H -0.620 -3.304 1.267
H -1.845 0.520 2.967
H -3.273 -0.389 2.359
H -2.725 1.019 1.471
H 0.949 -1.789 2.798
H 3.001 -0.780 3.614
H 3.661 1.427 2.779
H 3.052 3.596 1.642
H 1.612 4.754 0.142
H -0.415 3.638 -0.880
H -0.805 1.311 -0.359
H -3.433 -0.321 -0.400
H -3.844 0.076 -2.781
H -2.004 -0.097 -4.406
H 0.302 -1.036 -4.933
H 2.538 -1.455 -4.157
H 2.985 -1.649 -1.717
H 1.127 -1.529 -0.109
*
```

Maximum force = 1.93 eV/A
SMILES = C[Si](C)(c1cccc2ccccc12)c1cccc2ccccc12
LUMO energy = 0.567 eV
E = -31017.2232 eV
Frontier orbital gap = 8.699 eV
Highest occupied orbital energy = -8.132 eV

---

C22H20Si | ωB97M-V/def2-TZVPD

```
! wB97M-V def2-TZVPD RIJCOSX def2/J DEFGRID3
* xyz 0 1
C 2.734 0.738 0.597
Si 1.050 0.201 -0.223
C 1.311 -1.135 -1.540
C 0.235 1.672 -1.060
C 0.775 2.913 -1.214
C 0.205 3.930 -1.942
C -0.848 3.653 -2.783
C -1.426 2.400 -2.798
C -2.451 2.099 -3.684
C -2.968 0.859 -3.689
C -2.338 -0.180 -2.931
C -1.396 0.060 -2.000
C -0.873 1.406 -1.885
C 0.087 -0.622 1.120
C -1.120 0.009 1.369
C -1.837 -0.223 2.551
C -1.477 -1.204 3.429
C -0.296 -1.945 3.202
C 0.126 -2.978 4.068
C 1.379 -3.432 3.911
C 2.163 -3.177 2.789
C 1.753 -2.184 1.904
C 0.499 -1.575 2.117
H 3.144 1.440 -0.136
H 3.407 -0.105 0.907
H 2.568 1.174 1.557
H 2.362 -1.448 -1.345
H 0.653 -1.902 -1.329
H 1.200 -0.781 -2.577
H 1.696 3.080 -0.631
H 0.805 4.846 -1.959
H -1.294 4.350 -3.552
H -2.836 2.862 -4.357
H -3.825 0.641 -4.309
H -2.647 -1.284 -3.220
H -1.139 -0.789 -1.405
H -1.447 0.743 0.672
H -2.789 0.291 2.743
H -1.873 -1.196 4.367
H -0.344 -3.254 4.996
H 1.671 -4.259 4.581
H 3.056 -3.770 2.645
H 2.343 -1.927 1.042
*
```

Maximum force = 3.30 eV/A
SMILES = C[Si](C)(c1cccc2ccccc12)c1cccc2ccccc12
LUMO energy = 0.488 eV
E = -31015.8612 eV
Frontier orbital gap = 8.673 eV
Highest occupied orbital energy = -8.185 eV